(a)
DFT (ωB97M-V/def2-TZVPD) results for a cluster of 2 separate species, C6H11N2O2 in total.

Computed properties:
Multiplicity: 1
Net charge: +1

Atoms and positions in Å:
C: -1.332 -1.976 1.740
C: 1.853 1.803 -1.599
C: -0.503 1.504 -0.919
C: 1.757 0.399 -1.023
C: 0.278 0.254 -0.946
C: -1.077 -1.253 3.027
N: 0.899 -0.501 -1.775
N: 0.446 2.203 -1.765
O: -2.131 -3.015 1.899
O: -0.878 -1.661 0.660
H: 2.345 2.464 -0.884
H: 2.370 1.871 -2.554
H: -1.496 1.460 -1.362
H: -0.547 1.927 0.087
H: 2.466 -0.009 -0.326
H: -1.849 -0.499 3.167
H: -0.108 -0.762 3.004
H: -1.136 -1.952 3.855
H: 0.793 -1.042 -2.619
H: -2.314 -3.483 1.068
H: 0.162 2.267 -2.735



(b)
DFT (ωB97M-V/def2-TZVPD) results for the ion C6H11N2O2 with charge +1.

Computed properties:
Multiplicity: 1
Net charge: +1

Atoms and positions in Å:
C: 0.966 0.476 1.598
N: 0.105 -0.252 0.623
C: -1.253 -0.315 1.164
C: -0.054 0.431 -0.753
N: -0.413 1.740 -0.468
O: -1.649 2.363 -1.215
C: -0.425 2.902 -1.204
O: 0.112 3.895 -1.480
C: 0.964 0.041 -1.771
C: -0.442 -0.124 -2.117
H: 0.720 1.546 1.788
H: 0.773 0.212 2.597
H: 2.022 0.403 1.417
H: 0.613 -1.141 0.653
H: -1.617 -0.983 1.999
H: -1.642 0.681 1.438
H: -1.985 -0.466 0.333
H: 1.583 -0.865 -1.626
H: 1.595 0.796 -2.270
H: -0.912 0.570 -2.647
H: -0.739 -1.256 -2.197



Quick one: least stable of them? (b)



(a)
DFT (ωB97M-V/def2-TZVPD) results for the molecule C3H9N2S.

Computed properties:
Multiplicity: 2

Atoms and positions in Å:
C: -0.388 -0.857 0.557
C: -1.657 -1.450 0.214
S: -1.886 -3.303 0.364
N: -0.208 0.503 0.044
C: 1.193 1.013 0.186
N: 1.495 2.147 -0.789
H: -0.293 -0.771 1.627
H: 0.418 -1.501 0.176
H: -1.840 -1.143 -0.875
H: -2.555 -1.223 0.779
H: -0.361 0.644 -1.048
H: 1.930 0.178 -0.029
H: 1.600 1.246 1.178
H: 1.933 1.908 -1.619
H: 0.622 2.611 -0.765



(b)
DFT (ωB97M-V/def2-TZVPD) results for the molecule C3H9N2S.

Computed properties:
Multiplicity: 2

Atoms and positions in Å:
C: 0.128 0.018 0.394
C: 1.227 0.284 -0.614
S: 2.564 1.362 -0.186
N: -0.869 -0.909 -0.072
C: -2.197 -0.570 0.349
N: -3.203 -1.656 0.257
H: -0.295 0.955 0.781
H: 0.575 -0.339 1.329
H: 1.618 -0.704 -0.900
H: 0.802 0.666 -1.552
H: -0.827 -1.048 -1.071
H: -2.291 -0.141 1.353
H: -2.598 0.271 -0.255
H: -2.689 -2.535 0.294
H: -3.662 -1.711 1.162



Quick one: least stable of them? (a)



(a)
DFT (ωB97M-V/def2-TZVPD) results for a cluster of 2 separate species, C3H9O2P2 in total.

Computed properties:
Multiplicity: 1
Net charge: -1

Atoms and positions in Å:
C: -2.170 -1.784 0.666
C: 1.782 2.682 -1.093
C: -2.897 -2.729 0.155
O: -0.253 1.200 -0.057
O: 1.766 1.429 1.528
P: 1.844 -0.837 -0.415
P: 1.230 1.075 -0.032
H: -1.120 -1.555 0.760
H: 2.627 0.840 1.660
H: -2.630 -1.324 1.620
H: 1.784 3.477 -0.344
H: 2.820 2.490 -1.505
H: 1.096 2.652 -1.876
H: -3.893 -2.869 0.478
H: -2.673 -3.539 -0.568
H: 0.687 -1.208 -0.976



(b)
DFT (ωB97M-V/def2-TZVPD) results for the ion C3H9O2P2 with charge -1.

Computed properties:
Multiplicity: 1
Net charge: -1

Atoms and positions in Å:
C: -0.090 -0.891 -1.763
C: -0.028 0.255 -0.722
C: 1.420 0.614 -0.388
P: -0.932 -0.426 0.757
O: -0.202 -1.660 1.278
O: -2.429 -0.695 0.567
P: -0.909 1.259 2.108
H: 0.209 -1.693 -1.212
H: -1.152 -1.065 -2.002
H: 0.507 -0.853 -2.618
H: -0.590 1.187 -0.964
H: 1.794 1.191 -1.215
H: 2.078 -0.315 -0.376
H: 1.527 1.288 0.511
H: 0.320 1.125 2.808
H: -1.522 0.678 3.233



Quick one: least stable of them? (a)



(a)
DFT (ωB97M-V/def2-TZVPD) results for the molecule C3H4ClF.

Computed properties:
Multiplicity: 1

Atoms and positions in Å:
F: 0.029 -1.868 -0.192
C: -0.249 -0.588 -0.550
Cl: -0.991 -0.007 -2.060
C: 0.825 0.247 0.019
C: -0.534 0.243 0.609
H: 1.017 1.221 -0.401
H: 1.723 -0.127 0.629
H: -1.155 0.991 0.298
H: -0.665 -0.112 1.647



(b)
DFT (ωB97M-V/def2-TZVPD) results for a cluster of 2 separate species, C3H4ClF in total.

Computed properties:
Multiplicity: 1

Atoms and positions in Å:
C: -0.787 -0.269 0.032
C: 1.725 0.935 0.676
C: -1.564 -0.779 -0.873
F: 2.202 -0.033 1.498
Cl: -1.177 -0.916 -2.595
H: 2.126 0.734 -0.335
H: -0.736 0.010 1.108
H: 0.826 1.409 1.097
H: -2.614 -1.090 -0.608



Quick one: least stable of them? (b)



(a)
DFT (ωB97M-V/def2-TZVPD) results for a structure of composition C3H4ClF.

Computed properties:
Multiplicity: 1

Atoms and positions in Å:
C: 0.259 -0.765 0.016
C: 0.659 0.504 0.554
C: -0.837 -0.034 -0.651
F: 1.537 1.211 -0.171
Cl: -2.367 0.340 0.092
H: 0.909 -1.232 -0.666
H: -0.069 -1.405 0.845
H: 0.442 1.007 1.595
H: -0.534 0.373 -1.612



(b)
DFT (ωB97M-V/def2-TZVPD) results for a cluster of 2 separate species, C3H4ClF in total.

Computed properties:
Multiplicity: 1

Atoms and positions in Å:
C: 1.090 -0.072 0.048
C: -0.326 -0.747 -0.262
C: -1.294 0.314 -0.040
H: 1.003 1.053 0.418
H: 1.368 -0.597 1.115
H: 2.241 0.162 -0.821
H: -0.449 -1.798 -0.314
F: -0.674 1.617 -0.129
Cl: -2.959 0.068 -0.015



Quick one: least stable of them? (b)



(a)
DFT (ωB97M-V/def2-TZVPD) results for the ion C9H12N5 with charge +1.

Computed properties:
Multiplicity: 1
Net charge: +1

Atoms and positions in Å:
N: -2.136 -0.070 1.312
C: -1.046 -0.851 1.574
C: 0.225 -0.537 1.972
N: 0.643 0.766 2.330
C: 1.619 1.279 1.680
N: 2.286 0.557 0.619
C: 1.538 -0.342 -0.159
N: 1.939 -1.617 -0.220
C: 0.407 0.176 -0.940
C: -0.284 -0.700 -1.846
C: -1.335 -0.104 -2.579
C: -1.723 1.254 -2.394
N: -0.952 2.043 -1.645
C: 0.003 1.530 -0.953
H: -3.068 -0.257 1.158
H: -2.043 0.936 1.427
H: -1.322 -1.986 1.448
H: 0.929 -1.265 2.244
H: 1.966 2.377 1.868
H: 3.214 0.425 0.788
H: 1.757 -2.100 -0.994
H: 2.895 -1.802 0.286
H: -0.283 -1.790 -1.935
H: -1.838 -0.596 -3.415
H: -2.678 1.621 -2.789
H: 0.563 2.300 -0.262



(b)
DFT (ωB97M-V/def2-TZVPD) results for a cluster of 2 separate species, C9H12N5 in total.

Computed properties:
Multiplicity: 1
Net charge: +1

Atoms and positions in Å:
C: -3.738 -0.783 -1.263
C: -1.816 -0.408 -2.154
C: -1.916 -0.987 1.820
C: -2.914 -0.844 -0.194
C: 2.990 0.629 0.778
C: 1.950 1.764 0.569
C: 2.073 -0.566 0.688
C: 1.301 1.221 -0.630
C: -0.707 -0.555 0.122
N: -3.104 -0.540 -2.420
N: -1.589 -0.485 -0.827
N: -0.734 -0.722 1.332
N: -2.984 -1.064 1.083
N: 1.207 -0.231 -0.374
H: -4.809 -1.001 -1.264
H: -1.201 -0.027 -2.962
H: -1.858 -1.196 2.896
H: 3.883 0.660 0.189
H: 3.297 0.630 1.887
H: 1.227 1.772 1.388
H: 2.206 2.768 0.380
H: 2.454 -1.536 0.766
H: 1.424 -0.637 1.602
H: 0.153 1.623 -0.566
H: 1.880 1.339 -1.594
H: 1.324 -0.823 -1.252



Quick one: least stable of them? (b)